This record from OMol25 describes a single C3H6N2O molecule. The level of theory is ωB97M-V with the def2-TZVPD basis set.

HOMO-LUMO gap = 10.265 eV
Total energy = -302.55721 hartree
Structure (SMILES) = N#CCCON
Energy relative to the best compared isomer or geometry (same formula, charge and spin) = 85.3 kcal per mole
HOMO level = -9.44 eV

Atoms and positions in Å:
C (0.158610, 0.676733, -0.799160)
C (1.092488, 0.784831, 0.378288)
N (-1.263495, -1.374487, -0.377717)
O (-1.096390, 0.044787, -0.180743)
C (0.622273, -0.167982, 1.453599)
N (0.633972, -0.910460, 2.349019)
H (-1.718537, -1.485317, -1.282283)
H (-1.975690, -1.592047, 0.323582)
H (-0.151057, 1.664967, -1.149071)
H (0.525033, 0.029897, -1.600646)
H (2.115158, 0.537571, 0.080774)
H (1.057637, 1.791508, 0.804359)

Forces on atoms 1 to 3 (eV/Å):
C -2.3 -1.7 1.0
C -0.2 -0.5 0.8
N 0.6 0.3 -0.2

=====

This record from OMol25 describes a gas-phase ion, C6H13N (charge -1). The level of theory is ωB97M-V with the def2-TZVPD basis set.

HOMO-LUMO gap (spin up / spin down) = 2.727 / 7.808 eV
Total charge = -1
Total energy = -291.02770 hartree
Multiplicity = 2
Energy relative to the best compared isomer or geometry (same formula, charge and spin) = 48.1 kcal per mole
HOMO level (spin up / spin down) = 1.32 / -3.94 eV

Atoms and positions in Å:
C (1.728856, -1.141709, -1.102845)
C (0.786541, -1.456551, 0.103477)
C (0.645506, -0.134812, 0.881154)
C (-0.131094, 0.958690, 0.086161)
C (0.660494, 1.993771, -0.390749)
C (-2.528565, -0.013172, 0.414193)
N (-1.557990, 1.045919, 0.115364)
H (2.662560, -0.538077, -0.929751)
H (2.041910, -2.071028, -1.649416)
H (1.190025, -0.659327, -1.880121)
H (-0.039396, -1.992150, -0.256262)
H (1.096329, -2.264280, 0.803361)
H (1.642824, 0.273961, 1.181589)
H (0.190340, -0.203509, 1.873461)
H (-0.019728, 2.681580, -0.873843)
H (1.757767, 2.157987, 0.065361)
H (-3.345576, 0.091023, -0.406828)
H (-2.944071, 0.157306, 1.385182)
H (-2.027530, -0.933211, 0.503800)
H (-1.809200, 2.047594, 0.076718)

Forces on atoms 1 to 3 (eV/Å):
C 1.0 -1.8 -0.1
C 2.7 0.5 0.8
C -1.4 0.6 0.0

=====

This record from OMol25 describes a molecular structure, C9H11BrN. The level of theory is ωB97M-V with the def2-TZVPD basis set.

HOMO-LUMO gap (spin up / spin down) = 6.753 / 6.754 eV
Total charge = +1
Total energy = -2977.86443 hartree
Energy relative to the best compared isomer or geometry (same formula, charge and spin) = 105.2 kcal per mole
HOMO level (spin up / spin down) = -12.69 / -12.69 eV

Atoms and positions in Å:
C (1.462741, 0.127237, 0.363999)
C (2.647560, -0.148354, 0.228738)
C (-1.560459, 2.148680, -0.502991)
C (-2.546216, 1.576514, 0.399270)
C (-0.242399, 1.783124, -0.447042)
C (-2.124928, 0.479619, 1.036428)
C (0.199388, 0.703852, 0.354062)
C (3.819547, -0.878351, -0.011498)
C (-1.284990, -1.140607, -0.598551)
N (-0.924634, -0.254129, 0.604047)
Br (-0.178589, 1.739300, 2.744950)
H (-1.791791, 2.970967, -1.049217)
H (-3.507268, 2.240708, 0.664402)
H (0.611900, 2.394306, -1.001835)
H (-2.822712, 0.012034, 1.884341)
H (4.531032, -0.504394, 0.682870)
H (4.240309, -0.972769, -1.007276)
H (3.392687, -1.860529, 0.067704)
H (-0.413692, -1.696857, -0.825706)
H (-2.047291, -1.771019, -0.193001)
H (-1.630571, -0.346144, -1.303664)
H (-0.733816, -0.990560, 1.264666)

Forces on atoms 1 to 3 (eV/Å):
C 1.8 0.4 -0.2
C -3.5 0.9 -0.9
C 0.8 -1.8 1.8

=====

This record from OMol25 describes a molecular structure, C55H44ClFGeP3Pd. The level of theory is ωB97M-V with the def2-TZVPD basis set.

HOMO-LUMO gap (spin up / spin down) = 7.470 / 5.233 eV
Total charge = +3
Total energy = -5910.21032 hartree
Multiplicity = 5
HOMO level (spin up / spin down) = -15.49 / -16.14 eV

Atoms and positions in Å:
Pd (0.453284, -0.059958, -0.087685)
F (-1.128580, 0.631946, -2.420613)
Ge (-1.882200, 0.421440, -0.740941)
C (-2.209547, 2.368208, -0.720726)
C (-3.446899, 2.979288, -0.875519)
C (-3.510881, 4.337488, -1.164950)
C (-2.350440, 5.087086, -1.273755)
C (-1.116084, 4.481889, -1.104709)
C (-1.040910, 3.120376, -0.812353)
P (0.600534, 2.400709, -0.622001)
C (1.328927, 3.123634, 0.838496)
C (0.523592, 3.805052, 1.758165)
C (1.097597, 4.426725, 2.854096)
C (2.467904, 4.356267, 3.057115)
C (3.274024, 3.648417, 2.170524)
C (2.709818, 3.030914, 1.071998)
C (1.593187, 2.821977, -2.052838)
C (2.546448, 3.848994, -1.976949)
C (3.209016, 4.262314, -3.118625)
C (2.929393, 3.665779, -4.340885)
C (1.980805, 2.655242, -4.421937)
C (1.314593, 2.224997, -3.289605)
C (-2.631196, -1.289736, -1.281124)
C (-3.981703, -1.599080, -1.309540)
C (-4.408460, -2.824790, -1.813839)
C (-3.484256, -3.756990, -2.253453)
C (-2.126996, -3.469730, -2.202278)
C (-1.694868, -2.230670, -1.732670)
P (0.082986, -1.898856, -1.697933)
C (0.936716, -3.440889, -1.361646)
C (1.375324, -4.210726, -2.451443)
C (1.935686, -5.457532, -2.233697)
C (2.081805, -5.939220, -0.939507)
C (1.659221, -5.177970, 0.142116)
C (1.084636, -3.936561, -0.065511)
C (0.738945, -1.325539, -3.247612)
C (2.132512, -1.207954, -3.350182)
C (2.706514, -0.864281, -4.559888)
C (1.895051, -0.649867, -5.668541)
C (0.510363, -0.753086, -5.567304)
C (-0.075174, -1.073467, -4.355816)
C (-2.973095, 0.446657, 1.279824)
C (-4.329823, 0.658578, 1.356944)
C (-4.934137, 0.374211, 2.578221)
C (-4.179509, -0.074808, 3.656489)
C (-2.820052, -0.265363, 3.524166)
C (-2.168941, 0.029504, 2.311341)
P (-0.430754, -0.411877, 2.112865)
C (0.518952, 0.436245, 3.375020)
C (-0.057323, 1.413646, 4.185057)
C (0.671033, 1.959819, 5.231141)
C (1.973015, 1.546553, 5.466151)
C (2.560475, 0.584344, 4.652300)
C (1.836871, 0.027275, 3.613266)
C (-0.472452, -2.175937, 2.491689)
C (0.306082, -2.775611, 3.479471)
C (0.129591, -4.123263, 3.765266)
C (-0.825654, -4.864518, 3.085252)
C (-1.613326, -4.265198, 2.107204)
C (-1.437017, -2.927804, 1.808761)
H (-4.367277, 2.422008, -0.826628)
H (-4.473322, 4.807823, -1.312669)
H (-2.404937, 6.143658, -1.495370)
H (-0.211420, 5.069296, -1.204875)
H (-0.545805, 3.874708, 1.608028)
H (0.474460, 4.976010, 3.545137)
H (2.914253, 4.857693, 3.905098)
H (4.341939, 3.597097, 2.328775)
H (3.355123, 2.511457, 0.374170)
H (2.747526, 4.359002, -1.045359)
H (3.932333, 5.063161, -3.055349)
H (3.442628, 3.999974, -5.231700)
H (1.750808, 2.205698, -5.377216)
H (0.571217, 1.446727, -3.363749)
H (-4.723835, -0.900333, -0.950822)
H (-5.464709, -3.052355, -1.850948)
H (-3.815264, -4.714522, -2.629769)
H (-1.411866, -4.214713, -2.525282)
H (1.267913, -3.850833, -3.465245)
H (2.260850, -6.051926, -3.075627)
H (2.527186, -6.910757, -0.775498)
H (1.779926, -5.552907, 1.148259)
H (0.764841, -3.352020, 0.786937)
H (2.765267, -1.425397, -2.495982)
H (3.780514, -0.784104, -4.647714)
H (2.344466, -0.407203, -6.621661)
H (-0.108971, -0.592366, -6.438368)
H (-1.151066, -1.147054, -4.272911)
H (-4.934427, 0.995212, 0.531831)
H (-6.002448, 0.510239, 2.679980)
H (-4.662571, -0.286266, 4.600551)
H (-2.243810, -0.663650, 4.351931)
H (-1.073271, 1.745124, 4.015345)
H (0.215379, 2.704065, 5.868996)
H (2.530280, 1.963320, 6.293570)
H (3.571202, 0.252842, 4.844641)
H (2.282221, -0.768955, 3.028481)
H (1.034513, -2.207137, 4.039828)
H (0.729669, -4.587283, 4.535220)
H (-0.966826, -5.908926, 3.325645)
H (-2.364921, -4.840747, 1.585464)
H (-2.063100, -2.467578, 1.049856)
Cl (3.301727, -1.677536, 0.534523)
C (2.711970, -0.108380, 0.296588)
H (3.007485, 0.329919, -0.656202)
H (2.749529, 0.513620, 1.183224)

Forces on atoms 1 to 3 (eV/Å):
Pd -0.1 0.2 0.2
F -0.3 0.0 0.4
Ge 0.5 0.2 -1.0

=====

This record from OMol25 describes a molecular structure, C3H7AlO. The level of theory is ωB97M-V with the def2-TZVPD basis set.

HOMO-LUMO gap = 6.494 eV
Total charge = +2
Total energy = -435.30300 hartree
Energy relative to the best compared isomer or geometry (same formula, charge and spin) = 6.6 kcal per mole
HOMO level = -20.34 eV

Atoms and positions in Å:
Al (-18.566423, -8.746413, -9.270863)
C (-23.688535, -9.454159, -10.226717)
C (-22.507335, -8.812363, -11.068241)
C (-22.834522, -7.655265, -11.995988)
O (-21.481263, -8.598198, -10.313293)
H (-23.505171, -10.377522, -9.684031)
H (-24.541249, -9.631103, -10.885923)
H (-23.962602, -8.611102, -9.581560)
H (-22.148947, -9.677161, -11.732700)
H (-22.880199, -6.676453, -11.515631)
H (-23.812671, -7.856668, -12.436288)
H (-22.069424, -7.633482, -12.780765)

Forces on atoms 1 to 3 (eV/Å):
Al 0.4 0.0 0.2
C -1.9 -1.4 0.5
C 1.7 4.9 0.5